{"formula": "C18H37Cl17FNO2P", "method": "wB97M-V/def2-TZVPD", "symbols": ["O", "C", "F", "C", "N", "P", "O", "Cl", "H", "H", "H", "H", "H", "Cl", "C", "C", "Cl", "H", "H", "H", "H", "Cl", "C", "C", "Cl", "H", "H", "H", "H", "Cl", "C", "C", "Cl", "H", "H", "H", "H", "Cl", "C", "C", "Cl", "H", "H", "H", "H", "Cl", "C", "C", "Cl", "H", "H", "H", "H", "Cl", "C", "C", "Cl", "H", "H", "H", "H", "Cl", "C", "C", "Cl", "H", "H", "H", "H", "Cl", "C", "C", "Cl", "H", "H", "H", "H"], "xyz": [[-3.0672, 3.7636, 3.1383], [-3.5756, 2.8026, 2.3567], [-4.6207, 3.0600, 1.2975], [-3.1217, 1.2246, 2.5499], [-2.1660, 0.8412, 1.4447], [-0.4403, 1.0932, 1.7923], [-0.0878, 2.8000, 1.4514], [0.0518, 0.8562, 3.8429], [-4.1153, 0.5900, 2.3603], [-2.7746, 0.9511, 3.6328], [-2.4056, 1.4648, 0.6160], [-2.3434, -0.1536, 1.1120], [0.6467, 2.7727, 0.7444], [2.4118, 4.6006, 2.3827], [1.8338, 6.2637, 2.1117], [0.6869, 6.3173, 1.1148], [1.2125, 5.9128, -0.5381], [2.6836, 6.8689, 1.7814], [1.5013, 6.6447, 3.0819], [0.2749, 7.3304, 1.0768], [-0.1205, 5.6323, 1.3920], [1.8620, 0.7183, -3.2191], [1.3775, -0.6652, -2.2069], [-0.1235, -0.7031, -1.9671], [-0.6725, 0.6333, -0.9256], [1.9347, -0.6095, -1.2666], [1.6925, -1.5696, -2.7360], [-0.3949, -1.6330, -1.4581], [-0.6831, -0.6540, -2.9065], [-0.4406, -3.7537, -2.3369], [-0.3253, -4.8688, -3.7213], [1.0897, -5.3869, -3.9246], [2.2007, -4.1101, -4.4787], [-0.6950, -4.3470, -4.6094], [-1.0005, -5.7038, -3.5116], [1.0933, -6.1653, -4.6937], [1.4977, -5.8167, -3.0043], [3.4460, 3.8018, -0.8681], [5.0681, 4.1766, -0.2341], [6.1548, 3.9635, -1.2760], [6.3808, 2.2415, -1.6701], [5.2357, 3.5610, 0.6550], [5.0513, 5.2256, 0.0766], [7.1128, 4.3291, -0.8937], [5.9332, 4.4986, -2.2048], [-5.4711, -0.0372, 4.7265], [-5.1291, -0.9913, 6.1915], [-3.8388, -0.5588, 6.8698], [-2.4001, -0.9714, 5.9045], [-5.1017, -2.0483, 5.9096], [-5.9742, -0.8419, 6.8703], [-3.7336, -1.0728, 7.8301], [-3.8241, 0.5194, 7.0581], [5.4895, 6.8213, -2.8991], [6.4432, 6.6965, -4.3985], [5.6398, 7.0997, -5.6249], [4.3479, 5.9317, -5.9969], [6.8154, 5.6706, -4.4798], [7.3036, 7.3623, -4.2821], [6.2939, 7.1379, -6.5013], [5.1811, 8.0857, -5.5000], [0.8252, -6.8659, -8.0149], [0.4287, -8.2834, -7.0115], [-1.0494, -8.3423, -6.6599], [-1.5268, -7.0427, -5.5396], [1.0554, -8.2508, -6.1150], [0.7088, -9.1687, -7.5904], [-1.2750, -9.2895, -6.1605], [-1.6792, -8.2702, -7.5522], [-6.4667, -3.9958, 8.6489], [-6.3515, -5.1110, 7.2645], [-4.9364, -5.6291, 7.0612], [-3.8254, -4.3523, 6.5070], [-6.7211, -4.5891, 6.3764], [-7.0267, -5.9459, 7.4742], [-4.9329, -6.4075, 6.2920], [-4.5285, -6.0589, 7.9815]], "lowdin_charge": [0.06, -0.13, -0.02, -0.14, -0.24, 0.59, -0.40, 0.23, 0.13, 0.09, 0.11, 0.16, 0.05, 0.56, -0.63, -0.65, 0.53, 0.07, 0.08, 0.08, 0.06, 0.57, -0.65, -0.64, 0.63, 0.08, 0.04, -0.02, 0.08, 0.63, -0.69, -0.66, 0.56, 0.07, 0.01, 0.03, 0.08, 0.48, -0.66, -0.69, 0.54, 0.07, 0.07, 0.08, -0.01, 0.57, -0.66, -0.64, 0.52, 0.01, 0.08, 0.08, 0.08, 0.58, -0.64, -0.66, 0.54, 0.07, 0.08, 0.07, 0.07, 0.55, -0.66, -0.63, 0.62, 0.06, 0.08, 0.08, 0.07, 0.54, -0.66, -0.64, 0.56, 0.07, 0.08, 0.08, 0.07], "max_force_ev_per_a": 10.30, "homo_ha": -0.42892, "charge": 1}